# CHCl3

The molecule CHCl3 in a non-equilibrium geometry (ωB97M-V/def2-TZVPD, the Open Molecules 2025 dataset).

Geometry as XYZ:
```
5
Properties=species:S:1:pos:R:3:forces:R:3:mulliken_charge:R:1
Cl -2.66727 -5.89341 -25.91504 -0.517 0.677 0.002 -0.098
H -0.98017 -7.42543 -26.05986 -0.250 -0.223 -0.130 0.281
Cl -2.54811 -8.30000 -27.64908 0.350 0.820 0.265 -0.143
C -2.06789 -7.49188 -26.08379 0.556 -1.146 -1.143 0.069
Cl -2.60503 -8.59722 -24.86371 -0.139 -0.129 1.006 -0.108
```
Forces are in eV/Å.

Properties
- E_HOMO (Ha) = -0.406
- structure (SMILES) = ClC(Cl)Cl
- HOMO-LUMO gap (eV) = 11.777
- M (g/mol) = 119.38